93
Properties=species:S:1:pos:R:3 method="wB97M-V/def2-TZVPD" e_homo_ev="-12.7 / -12.7" total_charge=+2 relative_energy_kj_mol=254.4 spin_multiplicity=1 lumo_ev="-7.5 / -7.5" orbital_gap_ha="0.1930 / 0.1924"
W -0.3642 -0.2086 0.6223
O -0.3760 4.7435 -4.4111
N -0.6559 3.6699 -4.9038
O -1.0133 3.4734 -6.0401
C -0.5409 2.4872 -4.0224
C -0.1069 1.3359 -4.6021
C 0.1082 0.1938 -3.7913
C 0.6009 -1.0350 -4.2728
C 0.8144 -2.0589 -3.3854
C 0.5362 -1.8663 -2.0282
N 0.0421 -0.7287 -1.5437
C -0.1562 0.2967 -2.4164
C -0.6135 1.4939 -1.8413
N -0.8448 1.4813 -0.4822
C -0.6453 2.7869 0.0825
C -1.3733 3.8450 -0.6746
C -1.4334 3.7757 -2.0040
C -0.8283 2.6173 -2.6392
H 0.0840 1.3057 -5.6657
H 0.8216 -1.1532 -5.3250
H 1.2113 -3.0106 -3.7061
H 0.7219 -2.6692 -1.3280
H -0.9579 2.7885 1.1207
H -1.8264 4.6583 -0.1257
H -1.9232 4.5314 -2.5958
C 2.4643 4.4311 -1.3272
C 3.2378 3.2775 -1.6663
C 2.9500 2.0419 -1.1774
C 1.8350 1.8321 -0.3199
C 1.0126 3.0089 0.0980
C 1.4174 4.2963 -0.5005
N 1.5625 0.5818 0.1156
N 2.5551 -0.3208 -0.0967
C 2.2499 -1.5251 0.3180
C 3.2340 -2.5590 0.2096
C 2.9411 -3.8110 0.6212
C 1.6459 -4.0797 1.1542
C 0.7425 -3.0807 1.2603
N 1.0000 -1.7819 0.8521
H 2.7314 5.3951 -1.7341
H 4.0749 3.3889 -2.3430
H 3.5471 1.1884 -1.4554
H 1.1550 3.0988 1.1820
H 0.8264 5.1608 -0.2299
H 4.1901 -2.2846 -0.2099
H 3.6716 -4.6035 0.5450
H 1.3727 -5.0731 1.4770
H -0.2415 -3.2576 1.6679
S -3.8377 -0.6143 3.7707
C -2.6017 -0.4116 2.7636
S -2.4987 0.7029 1.4311
S -1.0715 -1.2390 2.7806
O 0.2718 1.2233 2.1567
C 0.6786 1.3494 3.3365
C 0.6169 2.6876 4.0012
C 2.0742 3.0899 4.3573
C 3.1847 2.4885 3.4648
C 3.6463 1.0585 3.8039
C 2.6322 -0.0275 3.4514
N 1.3271 0.3841 4.0093
H -0.0042 2.6322 4.8986
H 0.1421 3.4006 3.3281
H 2.2848 2.8292 5.3965
H 2.1334 4.1767 4.3078
H 4.0558 3.1369 3.5615
H 2.8998 2.5425 2.4048
H 3.8760 1.0067 4.8723
H 4.5799 0.8456 3.2796
H 2.9053 -1.0018 3.8526
H 2.5239 -0.1147 2.3738
H 1.4284 0.6224 4.9899
C -1.8275 -5.9846 0.0598
C -3.1486 -5.3043 -0.2734
C -3.1999 -3.8492 0.1849
S -2.1078 -2.8503 -0.8548
O -1.7405 -1.6648 0.0716
C -3.2244 -2.1587 -2.1042
C -3.9199 -0.8520 -1.7298
C -4.9581 -0.9360 -0.6189
H -1.8288 -7.0179 -0.2800
H -1.6598 -5.9887 1.1377
H -0.9818 -5.4828 -0.4164
H -3.9722 -5.8216 0.2213
H -3.3597 -5.3702 -1.3449
H -2.7951 -3.7204 1.1913
H -4.1964 -3.4207 0.1474
H -3.9315 -2.9643 -2.3212
H -2.5937 -2.0277 -2.9864
H -4.3989 -0.5088 -2.6500
H -3.1674 -0.1017 -1.4773
H -5.7014 -1.7079 -0.8274
H -5.4865 0.0121 -0.5364
H -4.5045 -1.1258 0.3531

***

84
Properties=species:S:1:pos:R:3 method="wB97M-V/def2-TZVPD" e_homo_ev="-9.7 / -9.6" total_charge=+1 spin_multiplicity=6 lumo_ev="-2.0 / -2.7" orbital_gap_ha="0.2805 / 0.2569"
Mn -0.6988 -0.6688 0.2017
C 1.5361 -1.8650 2.1051
P 1.7250 -1.1449 0.3841
C 3.0947 0.0212 0.6885
C 4.4232 -0.3648 0.5139
C 5.4456 0.5358 0.7665
C 5.1573 1.8295 1.1781
C 3.8387 2.2165 1.3607
C 2.8165 1.3118 1.1248
C 2.5077 -2.3556 -0.7248
C 2.9785 -3.6127 -0.3643
C 3.5085 -4.4546 -1.3352
C 3.5821 -4.0397 -2.6554
C 3.1119 -2.7844 -3.0252
C 2.5633 -1.9537 -2.0636
C 0.8273 -0.7390 2.8029
C 1.1684 0.0871 3.8556
C 0.3004 1.2075 3.7960
C -0.5273 1.0184 2.7046
C -1.4369 1.9284 1.9228
P -0.6556 1.9949 0.2136
C -1.9704 2.2659 -1.0409
C -1.9137 1.4584 -2.1801
C -2.7772 1.6658 -3.2454
C -3.7082 2.6929 -3.1773
C -3.7804 3.4969 -2.0487
C -2.9098 3.2926 -0.9878
C 0.1519 3.6295 0.1220
C 0.4517 4.3905 1.2472
C 1.0612 5.6302 1.1069
C 1.4035 6.1060 -0.1488
C 1.1605 5.3221 -1.2695
C 0.5452 4.0894 -1.1361
N -0.2233 -0.1813 2.1225
H 2.4965 -2.1058 2.5566
H 0.9186 -2.7658 2.0454
H 4.6601 -1.3647 0.1722
H 6.4734 0.2226 0.6359
H 5.9611 2.5313 1.3582
H 3.5971 3.2213 1.6850
H 1.7960 1.6032 1.3041
H 2.9414 -3.9293 0.6716
H 3.8741 -5.4360 -1.0617
H 4.0069 -4.6951 -3.4045
H 3.1674 -2.4620 -4.0566
H 2.1663 -0.9800 -2.3345
H 1.9490 -0.0792 4.5815
H 0.3058 2.0568 4.4624
H -1.5617 2.9033 2.3875
H -2.4263 1.4807 1.7845
H -1.1551 0.6813 -2.2453
H -2.7220 1.0477 -4.1327
H -4.3679 2.8799 -4.0147
H -4.5080 4.2968 -2.0007
H -2.9532 3.9340 -0.1153
H 0.2260 4.0270 2.2419
H 1.2662 6.2230 1.9890
H 1.8571 7.0818 -0.2592
H 1.4522 5.6691 -2.2523
H 0.3616 3.4840 -2.0164
C -4.6182 0.1456 -0.4478
P -3.2047 -0.8610 0.1338
C -3.7175 -1.1361 1.8793
C -3.6483 -2.4805 -0.6351
C -2.7825 -3.6144 -0.0956
P -0.9835 -3.2326 -0.2393
C -0.6715 -3.5957 -2.0103
C -0.2917 -4.7507 0.5219
H -5.5428 -0.2944 -0.0759
H -4.6391 0.1826 -1.5361
H -4.5211 1.1642 -0.0733
H -4.6023 -1.7724 1.9135
H -3.9624 -0.1704 2.3217
H -2.9069 -1.5763 2.4603
H -3.5111 -2.3785 -1.7156
H -4.7061 -2.6794 -0.4529
H -2.9879 -4.5502 -0.6197
H -2.9911 -3.7794 0.9650
H -1.0081 -4.6039 -2.2528
H 0.3998 -3.5187 -2.1995
H -1.1797 -2.8708 -2.6480
H -0.8052 -5.6212 0.1125
H -0.4288 -4.7316 1.6032
H 0.7703 -4.8272 0.2946

***

92
Properties=species:S:1:pos:R:3 method="wB97M-V/def2-TZVPD" e_homo_ev="-12.1 / -12.2" total_charge=+2 relative_energy_kj_mol=90.6 spin_multiplicity=3 lumo_ev="-5.0 / -5.2" orbital_gap_ha="0.2609 / 0.2575"
V 0.4816 1.5273 -0.9492
C -2.7970 1.8323 -2.8370
C -1.8118 2.8733 -3.2692
C -2.1214 3.6933 -4.3510
C -1.2679 4.7057 -4.7270
C -0.1145 4.9010 -3.9838
C 0.1567 4.0342 -2.9430
N -0.6536 3.0073 -2.5899
Sb 1.9027 4.4418 -1.7929
C 0.9711 3.9933 0.1157
C 1.2846 4.8742 1.1279
C 0.6022 4.7917 2.3346
C -0.4159 3.8747 2.4602
C -0.7125 3.0040 1.4199
C -1.7895 1.9869 1.5661
N 0.0101 3.0446 0.2777
C 2.8132 2.5417 -2.2780
C 4.0650 2.6575 -2.8371
C 4.7682 1.5014 -3.1584
C 4.1972 0.2816 -2.8784
C 2.9423 0.1972 -2.2854
C 2.4098 -1.1468 -1.8968
N 2.2492 1.3317 -2.0120
H -3.7795 2.0460 -3.2546
H -2.8802 1.7917 -1.7567
H -2.4969 0.8464 -3.1934
H -3.0534 3.5352 -4.8788
H -1.5041 5.3475 -5.5676
H 0.5562 5.7213 -4.2041
H 2.0566 5.6173 0.9783
H 0.8582 5.4508 3.1569
H -0.9958 3.8079 3.3719
H -2.5150 2.3144 2.3097
H -1.3680 1.0292 1.8920
H -2.2984 1.8002 0.6289
H 4.4868 3.6340 -3.0265
H 5.7542 1.5611 -3.6041
H 4.7241 -0.6389 -3.0937
H 2.8199 -1.4129 -0.9216
H 2.7374 -1.8937 -2.6194
H 1.3278 -1.1704 -1.8367
N -0.2298 -1.4579 -3.1027
C -1.3670 -1.7974 -2.2498
C -2.5700 -2.2637 -3.1041
C -3.9099 -2.6717 -2.4813
C -3.8576 -3.8400 -1.4966
N -3.6808 -3.3683 -0.1170
C -3.9021 -4.1204 0.9446
N -4.2011 -5.4123 0.7937
N -3.8829 -3.5876 2.1709
C -1.6892 -0.6557 -1.2849
O -2.7269 -0.6237 -0.6789
O -0.7534 0.2921 -1.1370
H -0.5026 -0.7933 -3.8152
H 0.1140 -2.2783 -3.5843
H -1.0410 -2.6092 -1.5906
H -2.1999 -3.1152 -3.6798
H -2.7737 -1.4760 -3.8328
H -4.5631 -2.9772 -3.2990
H -4.3871 -1.8192 -2.0053
H -3.0480 -4.5302 -1.7564
H -4.7985 -4.3878 -1.5585
H -3.4216 -2.3931 -0.0029
H -4.1343 -5.8577 -0.1038
H -4.3687 -5.9999 1.5919
H -3.5010 -2.6603 2.2907
H -3.8708 -4.1858 2.9782
Se 1.9005 0.7601 0.9399
P 1.2141 -0.9297 2.2070
Se -0.4360 -2.0718 1.5150
C 2.7049 -1.9514 2.3564
C 3.9263 -1.3554 2.6918
C 5.0550 -2.1386 2.8769
C 4.9782 -3.5180 2.7134
C 3.7743 -4.1096 2.3615
C 2.6337 -3.3307 2.1903
C 0.9035 -0.1922 3.8462
C -0.1712 -0.6449 4.6058
C -0.4317 -0.0911 5.8556
C 0.3910 0.9036 6.3606
C 1.4705 1.3577 5.6103
C 1.7202 0.8243 4.3539
H 4.0004 -0.2807 2.8004
H 5.9953 -1.6742 3.1514
H 5.8606 -4.1302 2.8633
H 3.7178 -5.1834 2.2226
H 1.6889 -3.7918 1.9367
H -0.7990 -1.4346 4.2163
H -1.2790 -0.4404 6.4347
H 0.1922 1.3293 7.3371
H 2.1189 2.1317 6.0049
H 2.5377 1.2147 3.7655

***

92
Properties=species:S:1:pos:R:3 method="wB97M-V/def2-TZVPD" e_homo_ev="-12.4 / -12.4" total_charge=+2 relative_energy_kj_mol=6.9 spin_multiplicity=3 lumo_ev="-5.6 / -5.1" orbital_gap_ha="0.2499 / 0.2716"
V -0.0332 0.0185 -0.1351
C 0.0445 0.2521 3.5315
C -1.2898 0.0614 2.8691
C -2.3780 -0.0828 3.7266
C -3.6504 -0.2231 3.2293
C -3.8071 -0.2364 1.8527
C -2.6988 -0.1035 1.0371
N -1.4472 0.0592 1.5263
Sb -3.2851 -0.2249 -1.0308
C -1.7545 -1.4506 -1.9270
C -2.3163 -2.3873 -2.7702
C -1.4870 -3.2462 -3.4765
C -0.1309 -3.1099 -3.3137
C 0.3979 -2.1488 -2.4516
C 1.8918 -2.0925 -2.3539
N -0.4182 -1.3273 -1.7530
C -2.3715 1.6059 -1.6448
C -3.1984 2.4997 -2.3004
C -2.6461 3.6441 -2.8517
C -1.2833 3.8089 -2.7504
C -0.4937 2.8718 -2.0831
C 0.9913 3.1111 -2.0991
N -1.0408 1.7820 -1.4956
H 0.0853 -0.3681 4.4268
H 0.1543 1.2894 3.8664
H 0.8738 -0.0376 2.8961
H -2.1933 -0.0885 4.7919
H -4.5009 -0.3333 3.8890
H -4.7886 -0.3669 1.4164
H -3.3914 -2.4558 -2.8714
H -1.8973 -3.9955 -4.1402
H 0.5573 -3.7456 -3.8530
H 2.3126 -2.3540 -3.3241
H 2.2268 -2.8376 -1.6294
H 2.2577 -1.1195 -2.0545
H -4.2582 2.2983 -2.3858
H -3.2594 4.3721 -3.3657
H -0.8018 4.6669 -3.1975
H 1.1989 4.0217 -2.6552
H 1.5160 2.2855 -2.5736
H 1.4235 3.2485 -1.1078
N 0.7496 1.7748 0.9845
C 2.2155 1.6187 1.0060
C 3.0142 2.8056 1.5277
C 4.5144 2.5308 1.6990
C 4.8710 1.2866 2.5206
N 4.6746 0.0040 1.8325
C 5.3893 -0.4371 0.8030
N 5.0002 -1.5496 0.1760
N 6.5112 0.1754 0.4372
C 2.5936 1.1187 -0.3925
O 3.7124 1.2059 -0.8488
O 1.5869 0.5682 -1.0056
H 0.4728 2.5872 0.4396
H 0.3927 1.9166 1.9213
H 2.3828 0.7723 1.6721
H 2.5919 3.0902 2.4971
H 2.8883 3.6667 0.8656
H 4.9556 3.3872 2.2123
H 4.9789 2.4722 0.7166
H 4.2689 1.2347 3.4283
H 5.9073 1.3460 2.8614
H 3.8845 -0.5709 2.0915
H 4.0492 -1.8808 0.2948
H 5.5027 -1.8748 -0.6318
H 6.8214 1.0098 0.9018
H 6.9743 -0.0731 -0.4197
Se 1.5054 -1.6937 0.9962
P 0.2290 -3.3736 1.7379
Se -1.6851 -3.4495 0.8509
C 1.2281 -4.8524 1.4100
C 0.5990 -6.0112 0.9701
C 1.3420 -7.1654 0.7596
C 2.7088 -7.1658 0.9856
C 3.3420 -6.0080 1.4225
C 2.6060 -4.8549 1.6322
C 0.1705 -3.1781 3.5474
C -1.0443 -3.2917 4.2128
C -1.0954 -3.1554 5.5951
C 0.0642 -2.9139 6.3153
C 1.2839 -2.8129 5.6540
C 1.3362 -2.9422 4.2770
H -0.4684 -6.0068 0.7919
H 0.8476 -8.0653 0.4194
H 3.2845 -8.0670 0.8226
H 4.4091 -6.0084 1.6021
H 3.1107 -3.9563 1.9660
H -1.9453 -3.4893 3.6457
H -2.0426 -3.2544 6.1094
H 0.0241 -2.8184 7.3924
H 2.1927 -2.6418 6.2161
H 2.2892 -2.8539 3.7705

***

89
Properties=species:S:1:pos:R:3 method="wB97M-V/def2-TZVPD" e_homo_ev="-13.8 / -13.8" total_charge=+2 relative_energy_kj_mol=47.9 spin_multiplicity=5 lumo_ev="-5.8 / -8.2" orbital_gap_ha="0.2969 / 0.2048"
Ru 0.5016 0.3044 0.0102
N 2.6075 0.8216 -1.0011
C 3.5346 0.0044 -0.2585
C 4.7445 0.5069 0.1837
C 5.5935 -0.2976 0.9325
C 5.2459 -1.6112 1.2080
C 4.0395 -2.1235 0.7557
C 3.1701 -1.3186 0.0262
P 1.5002 -1.8250 -0.5028
C 1.2921 -3.5599 -0.0823
C 1.3245 -3.9766 1.2504
C 1.1214 -5.3106 1.5520
C 0.8759 -6.2271 0.5352
C 0.8454 -5.8133 -0.7886
C 1.0432 -4.4772 -1.1021
C 1.5424 -1.6821 -2.3200
C 2.6253 -2.1434 -3.0666
C 2.7104 -1.8278 -4.4145
C 1.7207 -1.0656 -5.0227
C 0.6166 -0.6426 -4.2944
C 0.5278 -0.9477 -2.9451
H 2.8898 1.7954 -0.9772
H 2.5742 0.5298 -1.9771
H 5.0273 1.5254 -0.0585
H 6.5323 0.1009 1.2924
H 5.9135 -2.2376 1.7836
H 3.7766 -3.1537 0.9554
H 1.4851 -3.2556 2.0421
H 1.1382 -5.6364 2.5836
H 0.6905 -7.2644 0.7802
H 0.6550 -6.5281 -1.5775
H 0.9996 -4.1578 -2.1345
H 3.4016 -2.7353 -2.5960
H 3.5580 -2.1716 -4.9924
H 1.8002 -0.8117 -6.0710
H -0.1690 -0.0762 -4.7767
H -0.3488 -0.6393 -2.3779
C 0.4244 5.7937 -0.8849
C 0.5195 5.6426 0.6301
N 1.1374 4.3819 1.0723
C 2.5007 4.4563 1.5955
C 3.4997 4.9354 0.5475
C 0.4140 3.2721 1.0299
S 1.0675 1.7837 1.7728
N -0.8204 3.3183 0.5997
C -1.4972 2.4850 -0.1602
O -0.9318 1.5792 -0.8890
C -2.9465 2.6973 -0.2826
C -3.7016 1.8286 -1.0712
C -5.0650 2.0189 -1.1955
C -5.6782 3.0812 -0.5428
C -4.9315 3.9479 0.2456
C -3.5682 3.7614 0.3755
H 0.0032 6.7716 -1.1147
H -0.2269 5.0349 -1.3137
H 1.4056 5.7294 -1.3550
H -0.4800 5.6901 1.0626
H 1.1173 6.4507 1.0479
H 2.7910 3.4718 1.9535
H 2.5107 5.1399 2.4470
H 3.4635 4.3134 -0.3499
H 4.5054 4.8802 0.9626
H 3.3210 5.9689 0.2550
H -3.2034 1.0125 -1.5753
H -5.6550 1.3472 -1.8052
H -6.7439 3.2322 -0.6538
H -5.4129 4.7738 0.7512
H -2.9738 4.4299 0.9816
C -2.4769 -3.5314 0.3067
C -2.2563 -2.6292 1.5169
C -2.2934 -3.4441 2.7952
O -0.9008 -2.0859 1.3526
B -1.0242 -0.8015 0.9665
O -2.2660 -0.2985 0.9840
C -3.1615 -1.3375 1.5216
C -4.3825 -1.4242 0.6229
C -3.5807 -0.8810 2.9099
H -1.7682 -4.3588 0.3546
H -2.2975 -2.9852 -0.6219
H -3.4853 -3.9401 0.2937
H -1.6117 -4.2876 2.6908
H -3.2966 -3.8314 2.9717
H -1.9825 -2.8537 3.6546
H -4.1126 -1.5810 -0.4202
H -4.9491 -0.4982 0.6995
H -5.0168 -2.2469 0.9534
H -2.7241 -0.7429 3.5698
H -4.2557 -1.6104 3.3560
H -4.1091 0.0685 2.8317